[1]
Computed, not measured: one molecule with the formula C4H12N2, with wB97M-V/def2-TZVPD.

```
18
Properties=species:S:1:pos:R:3:forces:R:3
C -2.306 -0.397 -0.117 0.19 0.63 0.19
C -1.105 0.233 0.631 -0.52 -0.85 -0.91
C 0.182 0.151 -0.168 1.24 0.80 -1.49
N 0.635 -1.171 -0.681 -1.26 -0.35 0.64
C 1.360 0.861 0.547 -0.75 -0.22 0.69
N 2.686 0.638 0.036 1.19 -1.24 -0.76
H -3.149 -0.570 0.560 0.15 -0.01 -0.11
H -2.651 0.284 -0.902 0.04 -0.24 -0.06
H -2.011 -1.344 -0.565 -0.21 -0.08 -0.07
H -1.030 -0.311 1.575 0.29 0.50 0.29
H -1.285 1.308 0.712 -0.09 -0.15 0.78
H 0.029 0.789 -1.052 -0.19 -0.16 -0.08
H -0.050 -1.838 -0.330 0.45 -0.29 0.27
H 0.475 -1.273 -1.680 0.21 0.47 0.02
H 1.163 1.938 0.579 -0.07 -0.05 -0.18
H 1.336 0.557 1.600 0.23 -0.07 -0.02
H 2.739 0.464 -0.970 -0.68 1.15 -0.25
H 2.983 -0.321 0.224 -0.20 0.18 1.05
```
Forces are in eV/Å.

Summary:
energy above the lowest of the compared OMol25 structures with the same formula, charge and spin: 0.703 eV
SMILES string: CC[C@H](N)CN
LUMO energy: 1.0 eV
HOMO: -0.33693 Eh
frontier orbital gap: 10.17 eV
total charge: 0
strongest force on any atom: 2.1 eV/Å

These are the Mulliken partial charges, in e, on atoms 1 to 4: -1.15 -0.55 0.27 -0.64

=====

[2]
Computed, not measured: C53H48As2Cl4GeN3O4SY as an isolated structure, with wB97M-V/def2-TZVPD.

```
117
Properties=species:S:1:pos:R:3:forces:R:3
Y -0.458 0.796 0.408 -0.20 1.44 1.70
Cl 3.246 6.081 -3.642 0.09 0.06 -0.06
C 2.611 4.904 -2.548 -0.13 -0.14 0.12
C 3.471 4.191 -1.704 -0.18 0.23 -0.25
C 2.963 3.255 -0.844 -0.52 -0.28 0.19
C 1.580 2.944 -0.798 0.73 1.33 -0.90
O 1.177 1.965 -0.047 0.10 -0.13 0.03
C 0.707 3.742 -1.609 1.04 -0.47 0.38
C -0.703 3.740 -1.394 -0.54 -0.21 0.45
N -1.333 2.880 -0.660 0.52 -0.10 -0.35
C -2.562 3.300 -0.116 -0.69 0.37 0.16
C -3.589 3.921 -0.788 0.44 -0.39 0.07
C -4.703 4.413 -0.095 -0.17 0.15 0.34
C -4.759 4.362 1.271 -0.06 -0.03 -0.20
C -3.698 3.790 2.001 0.34 -0.24 -0.21
C -3.617 3.828 3.409 0.31 -0.10 0.07
C -2.467 3.406 4.015 -0.33 0.20 -0.05
C -1.466 2.815 3.238 0.05 0.10 -0.08
N -1.546 2.650 1.937 0.24 -0.08 0.11
C -2.612 3.207 1.302 -0.43 0.35 -0.06
C 1.253 4.702 -2.477 0.20 -0.05 0.16
H 4.532 4.389 -1.730 0.08 0.04 -0.02
H 3.617 2.722 -0.169 0.06 -0.07 0.02
H -1.233 4.628 -1.752 -0.03 -0.09 0.07
H -3.547 4.036 -1.859 0.07 0.00 -0.12
H -5.500 4.882 -0.652 -0.07 0.00 -0.02
H -5.591 4.783 1.811 -0.12 0.05 0.03
H -4.448 4.206 3.985 -0.05 0.13 0.04
H -2.327 3.476 5.079 -0.02 0.00 0.21
H -0.561 2.466 3.711 -0.13 -0.03 -0.01
H 0.596 5.301 -3.088 -0.12 0.06 -0.07
C 1.059 0.927 -3.364 0.01 0.12 0.21
C 1.302 -0.528 -3.025 0.10 -0.01 -0.16
As 0.785 -1.122 -1.182 1.16 -1.97 -2.10
C 2.557 -1.504 -0.471 0.12 0.13 0.17
C 3.399 -0.432 -0.212 -0.16 0.18 -0.13
C 4.645 -0.628 0.358 0.16 -0.06 0.05
C 5.066 -1.910 0.674 0.04 0.01 0.04
C 4.235 -2.989 0.417 0.03 -0.05 -0.04
C 2.984 -2.787 -0.143 -0.25 -0.10 -0.08
C 0.394 -2.947 -1.857 -0.10 0.21 0.22
C 1.360 -3.536 -2.676 0.11 0.30 0.13
C 1.138 -4.771 -3.255 0.05 0.02 0.02
C -0.056 -5.436 -3.027 -0.04 0.01 0.03
C -1.020 -4.859 -2.219 -0.09 -0.02 0.04
C -0.800 -3.619 -1.637 0.07 0.31 0.15
As -0.763 1.576 -3.849 0.00 -0.38 -0.75
C -2.193 0.632 -2.884 0.12 -0.03 -0.02
C -3.383 1.360 -2.858 0.24 0.26 -0.07
C -4.576 0.793 -2.456 -0.08 -0.04 -0.08
C -4.617 -0.547 -2.113 0.09 -0.12 -0.12
C -3.452 -1.292 -2.143 0.00 -0.12 -0.19
C -2.248 -0.704 -2.506 0.20 -0.25 -0.10
C -0.901 0.484 -5.505 0.16 0.28 0.13
C -0.538 1.108 -6.696 0.03 0.31 0.25
C -0.582 0.432 -7.903 0.03 0.01 -0.08
C -0.984 -0.893 -7.938 0.04 -0.02 -0.03
C -1.335 -1.529 -6.760 -0.01 -0.07 -0.04
C -1.298 -0.845 -5.557 -0.11 -0.09 0.23
H 1.621 1.166 -4.278 -0.22 0.04 0.09
H 1.469 1.578 -2.590 -0.10 -0.06 -0.18
H 2.380 -0.741 -3.112 -0.34 -0.02 0.06
H 0.779 -1.167 -3.753 0.15 0.05 0.33
H 3.063 0.568 -0.453 0.08 0.03 0.02
H 5.290 0.216 0.555 0.03 0.07 0.00
H 6.035 -2.072 1.124 0.08 0.01 -0.01
H 4.561 -3.995 0.649 0.01 -0.02 0.01
H 2.331 -3.633 -0.330 0.12 0.02 0.06
H 2.303 -3.025 -2.846 -0.10 -0.12 -0.05
H 1.901 -5.212 -3.877 0.06 -0.06 -0.09
H -0.232 -6.399 -3.477 -0.04 -0.13 -0.05
H -1.948 -5.374 -2.033 -0.16 -0.09 0.01
H -1.558 -3.168 -1.005 -0.02 -0.09 -0.03
H -3.363 2.386 -3.207 -0.06 0.00 0.03
H -5.481 1.380 -2.448 -0.11 0.11 0.00
H -5.550 -1.016 -1.844 -0.12 -0.03 0.09
H -3.490 -2.345 -1.902 0.05 -0.07 0.08
H -1.354 -1.325 -2.547 -0.35 0.14 -0.10
H -0.232 2.149 -6.661 0.01 -0.01 -0.14
H -0.309 0.938 -8.818 0.02 0.05 -0.04
H -1.025 -1.427 -8.877 0.00 -0.02 -0.06
H -1.646 -2.564 -6.773 -0.04 -0.07 -0.01
H -1.612 -1.358 -4.659 0.01 -0.04 -0.07
C -0.132 -4.375 1.528 -0.29 0.10 -0.36
N 0.881 -3.789 2.370 -0.20 -0.02 -0.04
C 1.585 -4.711 3.233 0.28 -0.09 0.21
C 1.192 -2.498 2.296 0.05 0.41 -0.02
C 2.384 -2.072 3.111 0.02 0.13 -0.06
O 0.551 -1.686 1.589 0.02 -0.05 0.13
H -0.944 -4.784 2.127 0.01 -0.03 0.02
H 0.308 -5.168 0.921 0.03 -0.03 -0.05
H -0.533 -3.599 0.884 0.01 -0.20 0.10
H 0.997 -5.623 3.313 0.04 0.04 0.01
H 1.712 -4.295 4.232 0.01 -0.09 -0.03
H 2.568 -4.959 2.823 -0.01 -0.09 0.05
H 3.213 -2.760 2.962 0.01 0.01 0.05
H 2.132 -2.059 4.172 -0.01 0.01 0.07
H 2.691 -1.073 2.812 0.03 -0.13 -0.06
Cl -2.868 0.113 0.484 -1.26 -0.17 -0.25
Ge -2.019 -0.528 2.596 -0.71 -0.35 0.63
Cl -2.745 -2.589 2.331 -0.13 -0.16 0.18
Cl -3.739 0.314 3.735 0.11 -0.16 0.05
O 2.215 0.224 9.576 0.21 0.00 0.25
C 1.149 0.706 8.922 -0.21 0.07 0.15
O 0.184 1.101 9.512 0.24 -0.13 -0.12
C 1.218 0.708 7.427 -0.03 0.06 -0.42
C 2.408 0.818 6.709 -0.08 0.01 0.16
C 2.385 0.861 5.330 0.15 0.01 -0.09
C 1.172 0.789 4.633 -0.16 0.00 -0.71
S 1.204 0.936 2.893 0.83 0.28 0.65
C -0.017 0.653 5.360 -0.29 -0.05 0.09
C 0.008 0.635 6.736 0.03 -0.04 0.18
H 2.912 -0.093 8.988 -0.17 0.01 -0.04
H 3.357 0.923 7.220 0.05 -0.02 0.00
H 3.301 0.966 4.770 0.12 0.03 -0.06
H -0.968 0.568 4.854 0.00 0.07 -0.02
H -0.906 0.572 7.308 -0.07 -0.04 0.01
```
Forces are in eV/Å.

Summary:
energy above the lowest of the compared OMol25 structures with the same formula, charge and spin: 3.061 eV
spin multiplicity: 2
LUMO energy (alpha / beta): -2.8 / -5.2 eV
HOMO (alpha / beta): -0.38513 / -0.38478 Eh
frontier orbital gap (alpha / beta): 7.66 / 5.28 eV
total charge: +1
strongest force on any atom: 3.1 eV/Å

These are the Mulliken partial charges, in e, on atoms 1 to 4: -1.18 -0.22 -0.12 -0.68

=====

[3]
Computed, not measured: one molecule with the formula C5H3N, with wB97M-V/def2-TZVPD.

```
9
Properties=species:S:1:pos:R:3:forces:R:3
C 0.584 -0.931 -0.104 1.05 -0.26 0.03
C 1.793 -1.392 0.258 -2.76 -0.96 0.19
C 2.880 -0.856 -0.095 2.33 -1.12 -0.49
C 0.199 0.518 0.216 -0.37 -0.14 0.00
C 1.447 1.215 0.043 -0.07 0.67 0.00
N 2.594 1.219 -0.081 0.16 2.10 0.06
H -0.040 -1.450 -0.819 -0.35 -0.27 0.24
H -0.589 0.862 -0.455 0.07 0.02 0.11
H -0.137 0.622 1.253 -0.06 -0.05 -0.13
```
Forces are in eV/Å.

Summary:
energy above the lowest of the compared OMol25 structures with the same formula, charge and spin: 4.029 eV
LUMO energy (alpha / beta): -1.3 / -1.3 eV
HOMO (alpha / beta): -0.34902 / -0.34899 Eh
frontier orbital gap (alpha / beta): 8.21 / 8.21 eV
total charge: 0
strongest force on any atom: 2.9 eV/Å

These are the Mulliken partial charges, in e, on atoms 1 to 4: -0.15 -0.27 -0.07 -0.27

=====

[4]
Computed, not measured: one molecule with the formula C21H19N3O6, with wB97M-V/def2-TZVPD.

```
49
Properties=species:S:1:pos:R:3:forces:R:3
C 3.071 7.212 -2.462 -0.02 0.03 0.04
C 2.941 5.823 -1.921 0.07 -0.21 0.07
C 1.746 5.401 -1.335 0.23 -0.18 -0.04
C 1.576 4.122 -0.849 0.15 -0.18 -0.02
C 0.275 3.672 -0.261 0.05 -0.06 -0.05
C 2.642 3.200 -0.916 0.14 0.27 -0.19
O 2.348 1.951 -0.480 0.11 0.24 0.24
C 2.943 0.808 -1.065 0.30 -0.67 -0.20
C 1.953 -0.366 -1.049 0.16 0.68 0.01
O 2.086 -1.297 -1.810 0.12 -0.22 -0.13
N 0.994 -0.222 -0.109 -0.05 0.35 0.36
C -0.072 -1.072 0.202 -0.28 -0.28 0.05
C -0.254 -2.310 -0.409 0.11 0.02 -0.07
C -1.327 -3.099 -0.051 -0.21 0.13 0.24
C -2.238 -2.679 0.917 0.33 0.34 -0.06
N -3.299 -3.528 1.232 -0.17 -0.45 -0.13
C -4.319 -3.335 2.118 0.28 -0.13 -0.30
O -4.481 -2.346 2.806 -0.10 -0.04 0.05
C -5.246 -4.478 2.171 -1.00 0.15 0.85
C -6.374 -4.647 2.932 0.80 0.31 -0.43
C -6.887 -5.919 2.599 0.29 -0.33 -0.41
C -6.040 -6.432 1.664 -0.71 -0.24 0.40
O -5.046 -5.574 1.395 0.41 0.19 -0.20
C -2.055 -1.441 1.527 -0.12 -0.03 0.08
C -0.982 -0.651 1.170 0.19 -0.14 -0.24
C 3.863 3.642 -1.436 -1.01 0.59 0.02
N 5.070 2.869 -1.378 0.52 -0.33 0.05
O 5.896 3.040 -2.251 0.15 -0.06 -0.15
O 5.219 2.127 -0.425 0.13 0.00 0.19
C 3.991 4.931 -1.959 -0.06 -0.08 0.04
H 4.032 7.350 -2.949 0.05 0.07 -0.05
H 2.982 7.939 -1.656 0.02 0.11 0.00
H 2.280 7.413 -3.182 -0.01 0.08 -0.08
H 0.919 6.093 -1.280 -0.14 0.06 0.02
H -0.093 2.791 -0.787 -0.10 -0.05 0.02
H 0.410 3.404 0.785 -0.08 -0.05 0.10
H -0.470 4.460 -0.328 -0.06 0.04 0.01
H 3.838 0.502 -0.503 -0.32 0.07 -0.18
H 3.238 0.991 -2.104 -0.11 -0.01 0.11
H 1.033 0.635 0.428 0.02 -0.13 -0.19
H 0.444 -2.642 -1.158 0.02 -0.01 -0.02
H -1.460 -4.059 -0.529 -0.01 -0.11 -0.06
H -3.307 -4.406 0.729 -0.07 0.14 0.14
H -6.768 -3.942 3.633 -0.02 0.20 0.13
H -7.763 -6.387 2.999 -0.17 -0.16 0.04
H -6.039 -7.363 1.133 0.09 -0.08 -0.11
H -2.754 -1.108 2.276 -0.01 0.01 0.02
H -0.846 0.307 1.650 0.01 0.11 0.06
H 4.948 5.213 -2.371 0.03 0.02 -0.02
```
Forces are in eV/Å.

Summary:
energy above the lowest of the compared OMol25 structures with the same formula, charge and spin: 4.192 eV
SMILES string: Cc1cc(C)c(OCC(=O)Nc2ccc(NC(=O)c3ccco3)cc2)c([N+](=O)[O-])c1
LUMO energy: -0.4 eV
HOMO: -0.29442 Eh
frontier orbital gap: 7.58 eV
total charge: 0
strongest force on any atom: 1.3 eV/Å

These are the Mulliken partial charges, in e, on atoms 1 to 4: -1.49 0.60 -0.92 0.99

=====

[5]
Computed, not measured: C4H10O as an isolated structure, with wB97M-V/def2-TZVPD.

```
15
Properties=species:S:1:pos:R:3:forces:R:3
C -1.559 -1.193 0.798 -0.03 -0.07 0.02
C -0.839 0.035 0.231 0.01 0.07 0.00
C 0.576 -0.366 -0.139 -0.38 -0.12 -0.20
C 1.335 1.290 -0.830 0.00 0.26 -0.13
O 1.397 -0.727 0.834 0.04 -0.13 0.10
H -1.019 -1.582 1.666 -0.05 0.06 -0.14
H -1.639 -1.995 0.056 0.04 0.12 0.09
H -2.573 -0.927 1.111 0.16 -0.02 -0.05
H -1.373 0.427 -0.643 0.09 -0.04 0.11
H -0.792 0.816 0.997 0.01 -0.07 -0.11
H 0.629 -0.924 -1.093 0.03 0.08 0.17
H 0.739 1.287 -1.743 0.03 -0.10 0.15
H 1.077 2.158 -0.219 -0.02 -0.13 -0.02
H 2.389 1.332 -1.132 -0.09 -0.09 0.07
H 1.651 0.368 0.106 0.15 0.18 -0.06
```
Forces are in eV/Å.

Summary:
energy above the lowest of the compared OMol25 structures with the same formula, charge and spin: 3.947 eV
LUMO energy: 0.9 eV
HOMO: -0.33712 Eh
frontier orbital gap: 10.12 eV
total charge: 0
strongest force on any atom: 0.5 eV/Å

These are the Mulliken partial charges, in e, on atoms 1 to 4: -1.23 -0.32 0.22 -1.28